54
Properties=species:S:1:pos:R:3:forces:R:3:nbo_charge:R:1 method="wB97M-V/def2-TZVPD" relative_energy_kj_mol=1895.0 e_homo_ev=-8.03 mol_weight_g_mol=389.52 multiplicity=1
C -7.754331 -0.232512 0.029271 3.8 -1.3 -9.7 -0.587
H -8.575272 0.019749 0.451116 -5.2 1.7 3.1 0.212
H -7.416408 0.646961 -0.793141 -1.2 -2.3 2.2 0.199
H -7.899080 -1.193454 -0.626314 -0.5 1.7 0.7 0.193
C -6.662454 -0.588425 0.813960 -3.7 4.9 11.2 -0.103
N -5.559771 -1.102834 0.429134 1.5 -1.2 -5.7 -0.563
C -4.870348 -0.230399 -0.322334 3.5 6.2 -10.6 -0.224
H -5.479684 0.303754 -1.372227 0.8 -1.6 3.4 0.199
C -3.687503 -0.809502 -1.284730 -0.8 -2.3 7.8 -0.215
N -2.714783 -1.467313 -0.216650 -4.2 1.1 -2.8 -0.437
C -1.532566 -0.894850 0.082909 -2.6 -3.7 -5.6 0.560
O -0.984883 -1.446811 0.929630 5.1 -1.7 8.1 -0.627
C -0.747793 -0.331054 -0.995912 1.0 4.9 1.3 -0.544
H 0.324817 -0.176722 -0.703328 -0.9 -1.3 -0.7 0.270
H -1.049457 -0.305166 -2.054433 0.1 0.1 0.7 0.237
S -1.248189 1.574645 -0.294273 5.8 -2.4 0.0 1.243
O -2.272783 1.828891 -1.220373 -4.7 2.2 -2.8 -0.999
C 0.284716 2.298021 -1.188808 -0.6 3.6 0.1 -0.622
C 1.653050 2.118310 -0.597993 -4.1 2.8 3.3 0.082
C 2.140344 2.716280 0.611997 -2.0 1.2 -2.8 0.193
O 3.199269 1.924744 0.768615 2.6 12.3 12.2 -0.354
C 3.117360 0.943137 0.207040 2.7 -13.5 -8.1 0.521
N 2.236304 0.972702 -0.734232 0.2 -3.9 -2.3 -0.517
C 4.190676 -0.121732 0.337178 -4.0 -2.4 -7.9 -0.030
C 4.191828 -1.120827 -0.908111 5.0 -0.2 8.8 -0.153
C 5.239002 -2.260708 -0.593347 -3.5 2.4 -2.8 -0.001
C 6.195976 -2.327822 0.341402 -5.0 12.0 2.6 -0.201
C 6.287297 -0.873474 1.137999 -0.2 -7.1 -1.9 -0.110
C 5.209579 -0.082002 1.198565 2.1 1.2 0.9 -0.302
H 5.365872 0.781911 1.799901 -0.5 0.7 0.7 0.221
H 7.066579 -0.832365 1.833593 1.2 0.5 0.8 0.198
H 6.909867 -2.937288 0.289109 5.7 -5.1 0.2 0.183
C 5.127286 -3.453871 -1.443599 -0.5 2.3 -5.2 -0.634
H 6.013810 -3.750297 -2.021345 0.0 0.5 0.1 0.214
H 4.256404 -3.475358 -2.182691 1.1 0.3 1.0 0.206
H 4.972460 -4.184844 -0.825649 -1.1 -4.7 3.4 0.212
H 3.407970 -1.358151 -1.543016 -1.3 0.2 -1.2 0.219
C 1.872817 3.952692 1.477104 1.8 1.1 -8.4 -0.616
H 1.171127 4.583755 0.642357 2.0 -1.2 2.5 0.218
H 1.301171 3.851452 2.273182 -2.2 -0.8 4.0 0.216
H 2.874588 4.410400 1.544920 -0.8 0.4 0.6 0.236
H -0.003513 3.496694 -1.043164 0.7 -2.9 -1.0 0.221
H 0.242104 1.918041 -2.254364 -0.2 0.7 1.2 0.251
C -3.516148 -2.444535 0.719006 4.5 6.4 2.3 -0.206
C -4.704231 -1.483719 1.308967 7.9 -7.4 7.8 -0.221
H -4.993721 -2.296579 2.015044 -1.4 0.7 -0.1 0.217
H -4.085046 -0.852943 2.051201 -1.3 0.6 -1.4 0.197
H -2.624753 -2.833726 1.463913 -2.9 0.8 -1.7 0.265
H -3.859883 -3.038439 0.007397 -1.8 -3.5 -2.5 0.182
H -3.246622 -0.053424 -1.772950 1.5 2.6 -1.7 0.219
H -4.021663 -1.592221 -1.854367 -0.9 -1.8 -1.7 0.183
H -4.340967 0.795880 0.020827 -1.6 -2.3 0.7 0.228
H -6.267057 0.620941 1.340228 -1.1 -2.6 -0.5 0.062
H -6.972282 -1.171422 1.848774 0.3 1.3 -2.5 0.208